[1]
C27H57NO8 | wB97M-V/def2-TZVPD

Calculated values
E_LUMO: 0.44 eV
HOMO level: -8.91 eV
SMILES: CCCCCCC[C@]1(CCCCCN)OC(=O)C[C@H]1OC[C@H](C)O.COCCOC.COCCOC

Last column: Mulliken charge in e.
Cartesian coordinates (Å):
1 C 6.12377 2.59354 -1.61861  -0.91
2 C 5.10122 2.02216 -2.75685  -0.33
3 C 4.75176 0.45067 -2.49486  -0.68
4 C 3.26695 0.10434 -2.99764  -0.39
5 C 2.82834 -1.42708 -2.66194  -0.44
6 C 1.45574 -1.83061 -3.42480  -0.41
7 C 0.33810 -2.45350 -2.40349  -1.15
8 C -0.67394 -1.25307 -2.07589  1.29
9 C -1.63651 -1.16847 -3.36323  -1.26
10 C -1.90467 0.31470 -3.91960  -0.48
11 C -3.47524 0.73081 -3.91926  0.51
12 C -3.96306 1.25408 -5.35875  -0.89
13 C -3.47255 2.75835 -5.70675  -0.51
14 N -3.22772 3.62263 -4.51658  -0.62
15 O 0.12526 -0.11032 -1.68045  -0.29
16 C 0.39245 -0.33046 -0.27038  0.48
17 O 1.21555 0.30126 0.44709  -0.77
18 C -0.57620 -1.50697 0.31618  -0.54
19 C -1.70274 -1.37031 -0.85254  -0.85
20 O -2.09021 0.03780 -0.66369  -0.03
21 C -3.41718 0.13676 -0.08482  -0.56
22 C -3.80263 1.71745 -0.13533  0.66
23 C -3.35574 2.51898 1.17656  -0.98
24 O -5.19213 1.90346 -0.50850  -0.62
25 H 5.65125 3.38468 -0.94817  0.23
26 H 7.01659 3.05143 -2.16348  0.26
27 H 6.54653 1.73251 -0.97464  0.29
28 H 4.16531 2.69025 -2.67704  0.27
29 H 5.63264 2.15897 -3.76626  0.30
30 H 4.90717 0.21076 -1.37448  0.34
31 H 5.56217 -0.13399 -3.05609  0.23
32 H 3.19359 0.31158 -4.12531  0.27
33 H 2.53671 0.78481 -2.43585  0.07
34 H 3.62398 -2.18293 -2.97785  0.53
35 H 2.72017 -1.45697 -1.51215  0.02
36 H 1.66969 -2.58441 -4.26931  0.33
37 H 1.03879 -0.89022 -3.95485  0.22
38 H 0.92958 -2.84752 -1.51135  0.28
39 H -0.14365 -3.34199 -2.95208  0.40
40 H -2.65365 -1.65985 -3.12564  0.44
41 H -1.17497 -1.82532 -4.19522  0.44
42 H -1.29293 1.13448 -3.39736  0.17
43 H -1.58210 0.32204 -5.02882  0.47
44 H -4.13241 -0.19012 -3.67650  0.43
45 H -3.66967 1.49079 -3.08330  -0.72
46 H -5.11947 1.27848 -5.33698  0.34
47 H -3.69064 0.53658 -6.21925  0.34
48 H -4.35180 3.25000 -6.27713  0.28
49 H -2.59134 2.77985 -6.45296  0.30
50 H -2.29197 3.48782 -4.11589  0.29
51 H -3.96466 3.50854 -3.80928  0.24
52 H -1.01174 -1.35969 1.36095  0.17
53 H -0.14257 -2.57891 0.31399  0.16
54 H -2.53789 -2.14295 -0.88655  0.61
55 H -3.37780 -0.19568 1.01755  0.23
56 H -4.12591 -0.51229 -0.70348  0.32
57 H -3.17257 2.14578 -1.00839  -0.04
58 H -3.05912 3.60930 0.97838  0.33
59 H -2.39434 2.00537 1.56566  0.10
60 H -4.15361 2.45545 1.99143  0.33
61 H -5.27507 1.41568 -1.36714  0.35
62 C -1.34663 -4.55191 6.72891  -0.70
63 O -0.57077 -5.31144 5.81199  -0.37
64 C -1.32436 -5.71805 4.67149  -0.63
65 C -0.99487 -4.85798 3.45618  -0.45
66 O -1.46044 -3.52066 3.62775  -0.35
67 C -0.41094 -2.62164 3.96130  -0.80
68 H -0.67147 -4.11698 7.46776  0.24
69 H -1.88370 -3.74160 6.22860  0.29
70 H -2.05814 -5.20492 7.24433  0.33
71 H -2.39850 -5.70022 4.88449  0.34
72 H -1.04158 -6.75309 4.45646  0.38
73 H -1.51755 -5.26723 2.58584  0.36
74 H 0.07931 -4.87561 3.24328  0.36
75 H 0.22407 -2.45112 3.08524  0.27
76 H 0.19555 -2.99677 4.78898  0.46
77 H -0.85655 -1.67116 4.26035  0.29
78 C 0.83861 2.16634 2.87710  0.00
79 O 1.40139 1.51131 4.00795  -0.43
80 C 2.76349 1.14430 3.79709  -0.24
81 C 3.71086 2.10049 4.51390  -0.65
82 O 3.68337 3.39728 3.92064  -0.35
83 C 2.92380 4.32371 4.68320  -0.72
84 H -0.12603 2.58580 3.17129  0.24
85 H 1.47777 2.97957 2.52226  0.32
86 H 0.67799 1.44344 2.07149  -0.20
87 H 2.99420 1.09185 2.72787  0.19
88 H 2.89132 0.14201 4.21799  0.38
89 H 4.73338 1.72464 4.40840  0.38
90 H 3.47971 2.15291 5.58323  0.33
91 H 3.46651 4.58631 5.59782  0.33
92 H 1.93936 3.92484 4.93988  0.30
93 H 2.78796 5.22700 4.08585  0.23

[2]
C27H18F5IrN5S3 | wB97M-V/def2-TZVPD

Calculated values
E_LUMO (spin up / spin down): -6.67 / -9.40 eV
<S²>: 0.790
energy relative to the best compared isomer or geometry (same formula, charge and spin): 0.0 kJ/mol
HOMO level (spin up / spin down): -14.13 / -14.12 eV
spin multiplicity: 2
total charge: +2

Last column: Mulliken charge in e.
Cartesian coordinates (Å):
1 Ir 0.16675 -0.22401 0.38957  0.91
2 S -0.73791 1.52487 1.61468  -0.30
3 C -1.71765 1.65065 0.25416  0.45
4 N -1.41181 0.69179 -0.65321  -0.03
5 C -2.17466 0.77951 -1.76013  -0.04
6 C -2.12369 -0.04586 -2.90651  0.09
7 C -2.99093 0.21952 -3.92491  -0.90
8 C -3.92032 1.28695 -3.84343  -0.49
9 C -3.99315 2.10753 -2.73660  -0.64
10 C -3.11487 1.85337 -1.69295  0.69
11 S -2.97988 2.71560 -0.20037  -0.12
12 H -1.42711 -0.86941 -2.95346  0.46
13 H -2.98138 -0.39623 -4.81344  0.45
14 H -4.59198 1.46023 -4.67346  0.42
15 H -4.70699 2.91785 -2.68719  0.45
16 F -1.94494 -2.16982 -0.96923  -0.31
17 C -2.00607 -2.26769 0.37148  0.50
18 C -1.16521 -1.50463 1.17296  -0.49
19 C -1.32919 -1.66569 2.54252  0.67
20 F -0.60229 -0.93404 3.40528  -0.34
21 C -2.24255 -2.54987 3.09242  0.05
22 F -2.34834 -2.66037 4.40613  -0.26
23 C -3.04882 -3.30888 2.26060  0.72
24 F -3.92285 -4.15500 2.76687  -0.26
25 C -2.92928 -3.16077 0.88869  -0.04
26 F -3.69399 -3.86878 0.07158  -0.26
27 S 2.28522 -4.62482 -4.06820  -0.16
28 C 1.73566 -3.42242 -2.94395  1.16
29 C 1.66973 -2.04678 -3.19651  -0.59
30 C 1.21060 -1.20588 -2.21178  -1.34
31 N 0.81799 -1.63375 -0.99902  0.18
32 C 0.88758 -2.95486 -0.74675  -0.10
33 C 1.32911 -3.86146 -1.67484  -1.36
34 C 2.70090 -3.64578 -5.49527  -0.01
35 C 3.98145 -3.13623 -5.64501  0.03
36 C 4.25146 -2.38898 -6.78542  -0.36
37 N 3.34977 -2.14679 -7.73111  -0.55
38 C 2.13441 -2.66387 -7.58361  -0.38
39 C 1.75480 -3.42349 -6.48380  0.01
40 H 1.97537 -1.63412 -4.14719  0.48
41 H 1.15321 -0.13793 -2.39203  0.51
42 H 0.57743 -3.27403 0.23880  0.52
43 H 1.35965 -4.91149 -1.41617  0.45
44 H 4.75067 -3.31958 -4.90708  0.42
45 H 5.23857 -1.97041 -6.94234  0.39
46 H 1.42858 -2.46959 -8.38264  0.39
47 H 0.75784 -3.83663 -6.41095  0.44
48 C 3.88067 -0.30376 4.45766  -0.84
49 N 3.26254 -0.62479 3.16976  0.10
50 C 3.84630 -1.32791 2.14532  -0.57
51 C 2.94300 -1.36600 1.13631  -0.40
52 N 1.80208 -0.68947 1.53926  0.00
53 C 2.04797 -0.25355 2.77381  -0.19
54 H 4.55123 -1.11211 4.73388  0.34
55 H 3.10598 -0.21253 5.21374  0.35
56 H 4.43935 0.62612 4.38203  0.32
57 H 4.83958 -1.73366 2.22299  0.46
58 H 3.04323 -1.81611 0.16721  0.45
59 H 1.37121 0.30616 3.39412  0.47

[3]
C2H4N2 | wB97M-V/def2-TZVPD

Calculated values
E_LUMO (spin up / spin down): 0.61 / -1.68 eV
<S²>: 2.010
energy relative to the best compared isomer or geometry (same formula, charge and spin): 187.7 kJ/mol
HOMO level (spin up / spin down): -6.17 / -11.37 eV
spin multiplicity: 3

Last column: Mulliken charge in e.
Cartesian coordinates (Å):
1 C -2.01760 0.08241 -0.01881  0.24
2 C -0.60758 0.13982 -0.42116  -0.38
3 N -3.13826 -0.17724 0.07568  -0.35
4 N 0.23222 -0.89583 -0.07415  -0.37
5 H -0.28858 0.87792 -1.28370  0.38
6 H -0.40984 1.48429 0.70433  0.02
7 H -0.08370 -1.55650 0.65525  0.23
8 H 1.29179 -1.03926 -0.24804  0.24

[4]
H30O15 | wB97M-V/def2-TZVPD

Calculated values
E_LUMO: -0.69 eV
energy relative to the best compared isomer or geometry (same formula, charge and spin): 229.3 kJ/mol
HOMO level: -9.99 eV

Last column: Mulliken charge in e.
Cartesian coordinates (Å):
1 O 1.21628 1.98404 -2.56306  -0.70
2 H 2.10391 2.15255 -2.29887  0.32
3 H 1.08847 1.01441 -2.38212  0.36
4 O -0.14403 -0.06997 0.64574  0.58
5 H -0.22683 0.87791 0.66979  0.19
6 H -0.18403 -0.37254 -0.26028  -0.21
7 O 0.52546 -3.28272 -2.16610  -0.71
8 H -0.21971 -2.81232 -1.85171  0.50
9 H 0.66425 -4.00866 -1.55505  0.33
10 O -1.28166 0.46999 -2.27326  -0.63
11 H -1.08077 0.69402 -3.16100  0.26
12 H -1.51264 1.25098 -1.82216  0.27
13 O -2.54184 1.75754 2.04616  -0.52
14 H -1.74456 2.29315 2.23678  0.20
15 H -2.99667 1.99757 2.87570  0.29
16 O 2.08866 2.50937 2.35035  -0.63
17 H 2.44256 3.32929 1.90958  0.32
18 H 1.17206 2.72272 2.54331  0.29
19 O 1.79769 -0.89436 -2.03950  -0.60
20 H 1.47206 -1.68903 -2.44375  0.33
21 H 2.27846 -1.24400 -1.28116  0.27
22 O 1.95283 -2.14300 0.47902  -0.62
23 H 1.28762 -2.60778 0.00128  0.29
24 H 2.80346 -2.47453 0.25323  0.26
25 O -2.53036 -1.28219 1.54249  -0.64
26 H -2.60389 -2.27304 1.47999  0.32
27 H -1.68452 -0.97556 1.25843  0.32
28 O -1.56011 -1.81549 -1.13101  -0.61
29 H -2.49937 -1.91207 -1.22702  0.22
30 H -1.44327 -1.06195 -1.70986  0.29
31 O -0.00620 2.44553 0.22457  -0.49
32 H 0.51789 2.72144 -0.53855  0.20
33 H 0.00223 3.17499 0.84631  0.26
34 O -2.49357 2.66731 -0.89080  -0.69
35 H -2.19358 3.03348 -1.72386  0.31
36 H -1.89539 3.00986 -0.23093  0.32
37 O -0.68601 -3.54641 0.70999  -0.57
38 H -0.90075 -2.81014 0.10319  0.17
39 H -1.16240 -4.31516 0.43617  0.30
40 O 1.02817 -0.69253 3.15108  -0.59
41 H 1.69652 -0.11080 3.44205  0.31
42 H 0.52821 -0.21158 2.55010  0.17
43 O 2.67925 0.78984 0.40470  -0.70
44 H 2.32079 1.50473 0.88770  0.34
45 H 1.92533 0.20509 0.50233  0.35

[5]
C3H9BS | wB97M-V/def2-TZVPD

Calculated values
E_LUMO: 0.57 eV
energy relative to the best compared isomer or geometry (same formula, charge and spin): 208.3 kJ/mol
HOMO level: -8.40 eV
SMILES: C=BC.CS

Last column: Mulliken charge in e.
Cartesian coordinates (Å):
1 C 1.55545 1.44386 -0.05758  -0.47
2 B 2.18367 0.21612 -0.10382  0.01
3 C 2.94539 -1.12346 -0.16153  -0.75
4 H 2.00143 2.32740 -0.49303  0.19
5 H 0.58883 1.66891 0.36298  0.20
6 H 2.39076 -1.90810 -0.67511  0.30
7 H 3.23527 -1.49958 0.81938  0.29
8 H 3.86603 -0.96648 -0.72823  0.26
9 C -3.63157 0.00302 0.21036  -0.73
10 S -2.03547 -0.08500 -0.66609  -0.15
11 H -3.67947 0.91435 0.79778  0.26
12 H -3.75836 -0.87189 0.84110  0.27
13 H -4.39625 0.02018 -0.56285  0.25
14 H -1.26571 -0.13935 0.41665  0.06

Number 5 is which compound? C3H9BS

What is the formula in the first record? C27H57NO8